{"formula": "FH3N2O2S", "method": "ωB97M-V with the def2-TZVPD basis set", "species": ["N", "S", "O", "O", "N", "F", "H", "H", "H"], "coordinates": [[-0.035, -0.137, -1.384], [0.259, -0.541, 0.186], [0.755, -1.845, 0.231], [1.349, 0.550, 0.595], [-0.776, -0.207, 1.411], [-1.569, 0.995, 1.268], [-0.325, -0.713, -2.276], [-0.523, 0.659, -1.319], [0.864, 1.239, 1.288]], "orbital_gap_ha": 0.3474, "smiles": "N[S@@](=O)(O)=NF"}

=====

{"formula": "C7H7FN2O", "method": "ωB97M-V with the def2-TZVPD basis set", "species": ["C", "C", "C", "C", "C", "C", "C", "N", "N", "O", "F", "H", "H", "H", "H", "H", "H", "H"], "coordinates": [[-1.227, 0.737, -2.620], [1.554, 0.436, 0.423], [0.697, 1.513, 0.486], [1.667, -0.307, -0.759], [0.203, 2.023, -0.836], [-0.207, 0.730, -1.679], [-1.157, -1.028, 0.324], [-2.050, 0.750, -3.409], [0.822, -0.212, -1.702], [-1.345, 0.300, 0.017], [1.198, 2.737, -1.396], [1.979, 0.009, 1.358], [0.643, 2.017, 1.376], [2.402, -1.089, -0.994], [-0.704, 2.796, -0.902], [-1.776, -1.562, -0.470], [-1.511, -0.968, 1.319], [-0.039, -1.380, 0.518]], "orbital_gap_ha": [0.2895, 0.2606], "multiplicity": 3}

=====

{"formula": "C15H13NO6PRhS", "method": "ωB97M-V with the def2-TZVPD basis set", "species": ["Rh", "O", "S", "O", "O", "O", "O", "C", "O", "C", "P", "C", "C", "C", "C", "C", "C", "C", "C", "C", "C", "C", "C", "H", "H", "H", "H", "H", "H", "H", "H", "H", "H", "H", "H", "N", "C", "H"], "coordinates": [[1.356, 2.403, -0.464], [2.657, 2.975, 1.509], [2.776, 1.506, 1.402], [3.661, 0.864, 2.310], [1.357, 0.983, 1.501], [3.123, 1.293, -0.067], [0.407, 0.794, -4.227], [0.256, 1.177, -3.092], [0.805, 2.185, -2.543], [-0.773, 0.420, -2.184], [-0.133, 0.403, -0.438], [-1.554, 0.048, 0.641], [-1.407, 0.174, 2.022], [-2.468, -0.110, 2.863], [-3.690, -0.504, 2.340], [-3.840, -0.626, 0.968], [-2.781, -0.354, 0.118], [0.863, -1.108, -0.482], [1.982, -1.170, -1.310], [2.734, -2.331, -1.361], [2.369, -3.435, -0.604], [1.243, -3.377, 0.201], [0.498, -2.214, 0.278], [-0.930, -0.581, -2.592], [-1.700, 0.995, -2.244], [-0.455, 0.497, 2.415], [-2.340, -0.019, 3.931], [-4.523, -0.712, 2.996], [-4.784, -0.939, 0.550], [-2.910, -0.472, -0.946], [2.281, -0.309, -1.893], [3.608, -2.373, -1.993], [2.962, -4.338, -0.640], [0.939, -4.241, 0.774], [-0.368, -2.164, 0.921], [-0.438, 4.936, -0.207], [0.443, 4.186, -0.093], [-1.221, 5.537, -0.357]], "orbital_gap_ha": [0.2517, 0.2518]}

=====

{"formula": "C32H42CrN6P2S3", "method": "ωB97M-V with the def2-TZVPD basis set", "species": ["Cr", "C", "C", "N", "N", "C", "N", "S", "C", "C", "C", "C", "C", "N", "H", "H", "H", "H", "H", "H", "H", "H", "H", "H", "S", "C", "C", "C", "C", "C", "C", "S", "H", "H", "H", "H", "C", "P", "C", "N", "C", "C", "C", "C", "C", "C", "N", "C", "P", "C", "C", "C", "C", "C", "C", "C", "C", "C", "H", "H", "H", "H", "H", "H", "H", "H", "H", "H", "H", "H", "H", "H", "H", "H", "H", "H", "H", "H", "H", "H", "H", "H", "H", "H", "H", "H"], "coordinates": [[0.689, -0.492, 0.437], [4.149, 0.647, 2.831], [2.808, 0.440, 2.195], [2.535, -0.458, 1.215], [3.510, -1.334, 0.798], [3.213, -2.256, -0.107], [4.201, -3.091, -0.499], [1.658, -2.360, -0.796], [1.678, 1.162, 2.599], [1.670, 2.104, 3.663], [0.505, 2.699, 4.037], [-0.692, 2.392, 3.351], [-0.632, 1.503, 2.315], [0.502, 0.887, 1.922], [4.957, 0.111, 2.337], [4.427, 1.702, 2.801], [4.145, 0.336, 3.879], [4.407, -1.326, 1.261], [5.028, -3.211, 0.063], [3.927, -3.879, -1.062], [2.594, 2.327, 4.179], [0.494, 3.402, 4.860], [-1.633, 2.849, 3.621], [-1.516, 1.273, 1.735], [1.901, -2.495, 3.452], [0.838, -3.860, 3.787], [0.918, -4.997, 4.569], [-0.201, -5.823, 4.589], [-1.353, -5.504, 3.871], [-1.431, -4.350, 3.097], [-0.301, -3.554, 3.060], [0.158, -1.967, 2.394], [1.802, -5.235, 5.146], [-0.180, -6.726, 5.184], [-2.209, -6.163, 3.922], [-2.337, -4.098, 2.566], [1.261, 3.098, -0.026], [0.975, 1.516, -0.887], [-0.655, 1.880, -1.680], [-0.836, 3.051, -2.237], [-2.002, 3.276, -2.885], [-2.234, 4.532, -3.502], [-3.382, 4.731, -4.202], [-4.351, 3.697, -4.323], [-4.161, 2.490, -3.725], [-2.976, 2.260, -2.980], [-2.790, 1.069, -2.364], [-1.677, 0.881, -1.702], [-1.345, -0.760, -0.894], [-1.108, -1.736, -2.427], [-2.957, -1.430, -0.230], [-2.655, -2.886, 0.140], [-3.314, -0.628, 1.023], [-4.143, -1.425, -1.198], [2.215, 1.565, -2.288], [1.836, 0.486, -3.305], [3.574, 1.235, -1.661], [2.293, 2.920, -2.994], [1.202, 3.906, -0.752], [2.236, 3.097, 0.462], [0.494, 3.251, 0.731], [-1.479, 5.301, -3.406], [-3.565, 5.686, -4.679], [-5.249, 3.879, -4.898], [-4.886, 1.691, -3.800], [-1.974, -1.597, -3.072], [-0.976, -2.793, -2.200], [-0.217, -1.384, -2.943], [-1.772, -2.984, 0.773], [-2.498, -3.502, -0.746], [-3.513, -3.300, 0.676], [-2.541, -0.715, 1.791], [-4.248, -1.006, 1.447], [-3.464, 0.430, 0.792], [-3.949, -2.028, -2.086], [-4.420, -0.425, -1.516], [-4.996, -1.875, -0.679], [1.746, -0.495, -2.840], [2.610, 0.424, -4.074], [0.893, 0.728, -3.805], [3.589, 0.225, -1.251], [3.839, 1.937, -0.867], [4.346, 1.300, -2.431], [1.314, 3.303, -3.280], [2.892, 2.800, -3.900], [2.785, 3.670, -2.372]], "orbital_gap_ha": [0.1939, 0.2368], "total_charge": 1, "multiplicity": 4}

=====

{"formula": "C5H16N3O", "method": "ωB97M-V with the def2-TZVPD basis set", "species": ["C", "C", "C", "C", "N", "C", "N", "N", "H", "H", "H", "H", "H", "H", "H", "H", "H", "H", "H", "H", "H", "H", "H", "H", "O"], "coordinates": [[2.607, -0.499, -2.834], [2.220, 0.288, -1.581], [0.785, 0.799, -1.778], [-0.373, -0.333, -1.627], [-0.359, -0.825, -0.340], [-0.698, -0.293, 0.910], [-0.457, -1.070, 1.955], [-1.209, 0.903, 1.076], [1.928, -1.341, -2.949], [3.670, -0.806, -2.839], [2.558, 0.030, -3.764], [2.857, 1.164, -1.460], [2.355, -0.241, -0.609], [0.447, 1.642, -1.168], [0.738, 1.070, -2.837], [-0.182, -1.080, -2.405], [-1.320, 0.103, -2.021], [0.141, -1.692, -0.136], [0.057, -1.947, 1.950], [-1.101, -1.120, 2.745], [-1.325, 1.546, 0.306], [-1.150, 1.237, 2.063], [-3.084, 0.491, 3.346], [-2.365, 1.614, 4.016], [-2.178, 0.755, 3.583]], "orbital_gap_ha": [0.4135, 0.2130], "total_charge": 2, "multiplicity": 2}

=====

{"formula": "C17H35BrGaN2O7S2", "method": "ωB97M-V with the def2-TZVPD basis set", "species": ["C", "C", "O", "C", "C", "O", "C", "Ga", "N", "N", "C", "O", "C", "Br", "C", "C", "H", "H", "H", "H", "H", "H", "H", "H", "H", "H", "H", "H", "H", "H", "H", "H", "H", "H", "H", "C", "C", "C", "S", "O", "O", "C", "H", "H", "H", "H", "H", "H", "H", "H", "C", "C", "C", "S", "O", "O", "C", "H", "H", "H", "H", "H", "H", "H", "H"], "coordinates": [[-3.083, 4.099, 5.610], [-2.678, 3.522, 4.267], [-3.240, 4.229, 3.181], [-2.554, 5.406, 2.804], [-2.114, 5.365, 1.361], [-0.813, 4.863, 1.265], [-0.539, 4.074, 0.087], [-0.437, 2.075, 0.448], [-1.832, 1.461, 1.625], [-0.710, 1.170, -1.309], [-1.561, 0.338, -1.428], [-2.337, -0.537, -1.625], [1.339, 1.475, 1.231], [2.584, 0.956, -0.190], [2.024, 2.471, 2.151], [1.097, 2.847, 3.310], [-2.538, 3.579, 6.401], [-4.146, 3.971, 5.799], [-2.812, 5.152, 5.680], [-1.586, 3.521, 4.184], [-3.016, 2.493, 4.170], [-3.216, 6.266, 2.956], [-1.671, 5.564, 3.430], [-2.826, 4.763, 0.790], [-2.159, 6.389, 0.956], [0.413, 4.435, -0.316], [-1.280, 4.295, -0.688], [-1.590, 1.775, 2.558], [-2.697, 1.943, 1.399], [1.171, 0.554, 1.789], [2.341, 3.353, 1.594], [2.937, 2.028, 2.560], [0.458, 3.694, 3.066], [1.684, 3.109, 4.192], [0.484, 1.992, 3.597], [1.653, -5.136, 0.366], [1.695, -4.188, -0.846], [1.522, -2.760, -0.320], [2.162, -2.764, 1.352], [1.076, -2.521, 2.266], [3.379, -2.001, 1.434], [2.570, -4.514, 1.418], [1.970, -6.145, 0.102], [0.635, -5.195, 0.759], [2.653, -4.287, -1.355], [0.922, -4.419, -1.575], [2.072, -2.016, -0.890], [0.476, -2.466, -0.253], [2.404, -4.873, 2.431], [3.621, -4.613, 1.148], [-0.797, -4.153, -5.318], [-0.515, -2.713, -5.768], [0.919, -2.375, -5.344], [1.815, -3.937, -5.327], [2.200, -4.224, -3.968], [2.793, -3.968, -6.385], [0.415, -4.974, -5.750], [-1.715, -4.543, -5.756], [-0.901, -4.189, -4.232], [-0.607, -2.645, -6.854], [-1.221, -2.008, -5.333], [1.425, -1.704, -6.032], [0.964, -1.970, -4.335], [0.520, -5.925, -5.233], [0.439, -5.127, -6.828]], "orbital_gap_ha": 0.2531, "total_charge": -1}

=====

{"formula": "C4H6N2O3S", "method": "ωB97M-V with the def2-TZVPD basis set", "species": ["C", "C", "C", "C", "N", "N", "O", "O", "O", "S", "H", "H", "H", "H", "H", "H"], "coordinates": [[1.100, 0.856, -0.451], [2.436, 0.610, -0.485], [1.499, -1.196, 0.470], [0.540, -0.266, 0.204], [2.688, -0.660, 0.081], [-3.161, 1.555, 0.507], [-1.244, -1.975, 0.911], [-1.684, -0.422, -0.964], [-3.551, 0.857, -0.395], [-1.236, -0.565, 0.553], [0.688, 1.568, -0.981], [3.241, 1.181, -0.855], [1.550, -2.148, 1.010], [3.544, -1.189, -0.013], [-3.866, 1.641, 1.417], [-2.542, 0.152, -1.008]], "orbital_gap_ha": [0.2656, 0.2656]}

=====

{"formula": "C3H5N", "method": "ωB97M-V with the def2-TZVPD basis set", "species": ["C", "C", "C", "N", "H", "H", "H", "H", "H"], "coordinates": [[-1.004, -0.852, -0.081], [0.398, -0.429, 0.044], [-0.297, 0.984, -0.050], [-1.593, 0.290, 0.104], [-1.424, -1.695, -0.411], [0.893, -0.639, 0.964], [1.118, -0.730, -0.693], [-0.235, 1.735, 0.799], [-0.178, 1.172, -1.071]], "orbital_gap_ha": 0.3970}